A structure of composition C34H66FGeN3O2PSSbSe2W in a non-equilibrium geometry. Source: the OMol25 dataset; level of theory: ωB97M-V with the def2-TZVPD basis set.

Its HOMO-LUMO gap is 0.25331 hartree. As for the total energy: -263308.898 eV. The value obtained for the LUMO energy is -0.096 eV. As for the molar mass: 1167.1 u. As for the maximum force: 1.6 eV Å⁻¹. The spin multiplicity is 1. As for the energy above the lowest of the compared OMol25 structures with the same formula, charge and spin: 0.434 eV.

Structure (XYZ):
```
113
Properties=species:S:1:pos:R:3:lowdin_charge:R:1
W 0.80 -0.65 0.63 1.005
O 1.10 1.09 2.08 -0.167
C -0.10 1.46 2.09 -0.596
N -0.94 1.21 1.07 0.023
C -2.18 1.69 1.47 -0.426
O -3.20 1.69 0.81 0.057
C -2.05 2.30 2.84 -0.083
C -2.98 2.88 3.67 0.008
C -2.53 3.33 4.91 -0.064
C -1.20 3.19 5.29 -0.065
C -0.26 2.60 4.44 0.012
C -0.72 2.17 3.22 -0.098
H -4.02 2.98 3.38 0.120
H -3.23 3.79 5.60 0.104
H -0.89 3.55 6.26 0.104
H 0.77 2.48 4.73 0.121
F 2.71 -0.17 0.53 -0.602
C 5.08 -4.17 3.52 -0.227
Ge 4.52 -2.37 4.04 0.747
C 5.62 -1.03 3.14 -0.209
C 4.61 -2.17 5.99 -0.221
C 2.67 -2.07 3.45 -0.548
Se 2.45 -2.54 1.57 0.892
C 1.54 -4.23 1.80 -0.354
H 6.07 -4.39 3.93 0.018
H 5.13 -4.27 2.44 0.013
H 4.39 -4.93 3.90 0.017
H 6.67 -1.32 3.14 0.019
H 5.53 -0.06 3.63 0.022
H 5.30 -0.92 2.10 0.011
H 5.64 -2.25 6.32 0.017
H 4.02 -2.94 6.48 0.018
H 4.23 -1.20 6.29 0.018
H 2.42 -1.01 3.50 0.014
H 1.91 -2.61 4.01 0.023
H 2.20 -4.90 2.33 0.026
H 1.33 -4.62 0.80 0.021
H 0.61 -4.06 2.34 -0.028
C 2.93 3.69 0.99 -0.183
C 3.13 2.78 -0.21 -0.405
Sb 1.34 1.89 -1.04 1.460
C 0.24 3.75 -1.17 -0.392
C -0.53 4.25 0.04 -0.166
C 2.10 1.90 -3.06 -0.434
C 1.91 3.21 -3.82 -0.187
H 3.90 3.99 1.42 0.067
H 2.37 3.20 1.78 0.046
H 2.41 4.61 0.72 0.057
H 3.79 1.95 0.03 0.038
H 3.59 3.33 -1.04 0.046
H -0.42 3.66 -2.03 0.012
H 1.02 4.47 -1.44 0.048
H -1.46 3.69 0.17 0.039
H -0.81 5.30 -0.09 0.075
H 0.03 4.18 0.97 0.057
H 1.63 1.08 -3.60 0.013
H 3.17 1.67 -2.97 0.047
H 0.85 3.45 -3.92 0.044
H 2.33 3.14 -4.82 0.070
H 2.39 4.05 -3.32 0.062
C -5.49 -2.21 0.38 -0.162
C -4.07 -1.67 0.49 -0.434
P -2.80 -2.31 -0.70 0.924
C -2.70 -4.08 -0.11 -0.426
C -2.17 -5.06 -1.15 -0.163
C -3.83 -2.45 -2.24 -0.434
C -3.01 -2.68 -3.50 -0.180
H -6.09 -1.88 1.22 0.066
H -5.52 -3.30 0.36 0.054
H -5.98 -1.86 -0.53 0.059
H -3.66 -1.86 1.48 0.039
H -4.06 -0.58 0.38 0.048
H -3.67 -4.42 0.26 0.065
H -2.03 -4.04 0.75 0.035
H -2.88 -5.23 -1.95 0.060
H -1.95 -6.03 -0.69 0.067
H -1.24 -4.70 -1.60 0.042
H -4.33 -1.48 -2.33 0.071
H -4.62 -3.20 -2.13 0.074
H -2.27 -1.89 -3.62 0.008
H -3.64 -2.67 -4.39 0.068
H -2.48 -3.64 -3.49 0.046
Se -0.65 -1.63 2.19 0.252
S -1.40 0.79 -2.85 0.632
C -2.29 2.22 -2.94 -0.857
N -3.10 2.60 -1.95 0.029
C -3.84 3.85 -1.92 -0.168
C -4.11 4.33 -3.33 -0.163
C -2.81 4.34 -4.11 -0.179
N -2.20 3.03 -4.02 0.001
H -3.06 2.04 -1.10 0.080
H -3.29 4.61 -1.35 0.115
H -4.78 3.67 -1.38 0.125
H -4.55 5.32 -3.31 0.116
H -4.82 3.65 -3.82 0.123
H -2.14 5.11 -3.70 0.118
H -2.98 4.57 -5.16 0.120
H -1.58 2.69 -4.74 0.114
C 1.98 -3.68 -2.00 -0.054
C 1.74 -2.16 -2.08 -0.642
C 3.10 -1.46 -2.16 -0.057
C 0.90 -1.88 -3.33 -0.054
C 0.93 -1.74 -0.88 -0.345
H 2.49 -4.02 -2.91 0.090
H 1.04 -4.22 -1.92 0.071
H 2.61 -3.94 -1.15 0.065
H 3.61 -1.78 -3.07 0.093
H 3.72 -1.70 -1.30 0.073
H 2.99 -0.38 -2.19 0.037
H -0.03 -2.44 -3.31 0.070
H 1.46 -2.17 -4.22 0.094
H 0.65 -0.82 -3.42 0.008
H 0.00 -2.35 -0.79 0.013
```

***

A cluster of 7 separate species, C34H66FN2O14S6 in total in a non-equilibrium geometry. Source: the OMol25 dataset; level of theory: ωB97M-V with the def2-TZVPD basis set.

Its HOMO-LUMO gap is 0.31879 hartree. As for the total energy: -135686.068 eV. The total charge is +1. The value obtained for the LUMO energy is -2.730 eV. As for the molar mass: 938.3 u. As for the maximum force: 7.0 eV Å⁻¹. The spin multiplicity is 1. As for the energy above the lowest of the compared OMol25 structures with the same formula, charge and spin: 4.433 eV.

Structure (XYZ):
```
123
Properties=species:S:1:pos:R:3:lowdin_charge:R:1
C -3.85 5.55 -3.09 -0.137
C -2.22 5.52 -2.74 -0.207
C -1.80 3.93 -2.68 -0.257
O -0.50 3.64 -2.06 -0.192
C -0.50 2.25 -1.49 -0.090
C -1.04 1.12 -2.55 0.047
N -2.52 0.76 -2.79 0.104
C -2.64 -0.30 -3.86 -0.084
C -4.14 -0.80 -4.31 -0.145
C -4.78 0.45 -5.22 -0.169
C -4.19 0.25 -6.74 -0.134
F -2.75 0.61 -6.89 -0.152
C -1.13 -0.71 -4.36 0.118
N -0.25 0.18 -3.49 -0.110
O 1.09 0.13 -3.65 0.033
H -4.22 6.61 -3.42 0.084
H -3.99 4.74 -3.95 0.075
H -4.47 5.12 -2.17 0.086
H -1.99 5.98 -1.67 0.121
H -1.58 6.03 -3.60 0.127
H -2.69 3.37 -2.12 0.111
H -1.85 3.51 -3.80 0.143
H 0.56 2.05 -1.04 0.124
H -1.29 2.28 -0.61 0.156
H -3.37 1.21 -2.33 0.165
H -4.80 -0.87 -3.35 0.124
H -4.12 -1.82 -4.92 0.117
H -5.97 0.46 -5.16 0.129
H -4.40 1.50 -4.82 0.116
H -4.78 0.97 -7.47 0.131
H -4.27 -0.90 -7.06 0.131
H -0.87 -1.50 -5.18 0.154
H 1.37 -0.70 -3.15 0.107
C 1.37 5.43 2.05 -0.219
C 2.81 4.96 1.86 -0.208
C 2.87 3.49 2.26 -0.218
S 1.24 2.82 1.96 0.692
O 0.65 2.45 3.23 -0.320
O 1.29 1.91 0.83 -0.349
C 0.50 4.35 1.43 -0.233
H 1.20 6.41 1.59 0.120
H 1.15 5.52 3.12 0.105
H 3.09 5.07 0.80 0.120
H 3.51 5.56 2.44 0.119
H 3.60 2.93 1.66 0.088
H 3.09 3.37 3.32 0.079
H -0.54 4.40 1.75 0.111
H 0.55 4.39 0.33 0.095
C 0.57 -5.42 -1.33 -0.225
C -0.57 -5.30 -2.34 -0.204
C -0.39 -3.98 -3.08 -0.239
S 1.36 -3.64 -3.07 0.685
O 1.59 -2.45 -2.28 -0.330
O 1.89 -3.79 -4.41 -0.319
C 1.83 -5.06 -2.10 -0.214
H 0.63 -6.43 -0.91 0.127
H 0.42 -4.72 -0.51 0.075
H -0.53 -6.13 -3.05 0.121
H -1.55 -5.34 -1.85 0.123
H -0.74 -4.05 -4.12 0.100
H -0.90 -3.16 -2.57 0.098
H 2.67 -4.81 -1.45 0.114
H 2.12 -5.85 -2.79 0.115
C 1.41 -4.59 4.81 -0.223
C 2.28 -3.65 3.98 -0.215
C 2.31 -4.20 2.55 -0.220
S 0.78 -5.08 2.32 0.677
O 1.07 -6.49 2.15 -0.317
O -0.06 -4.34 1.39 -0.344
C 0.16 -4.83 3.97 -0.233
H 1.16 -4.15 5.78 0.119
H 1.93 -5.53 4.98 0.124
H 1.85 -2.65 3.98 0.121
H 3.29 -3.57 4.39 0.121
H 2.39 -3.40 1.81 0.109
H 3.13 -4.91 2.41 0.111
H -0.41 -5.71 4.30 0.112
H -0.49 -3.95 3.96 0.111
C 1.47 4.77 8.21 -0.222
C 1.03 3.34 7.92 -0.216
C 1.48 3.00 6.49 -0.223
S 2.91 4.02 6.17 0.679
O 2.58 4.96 5.12 -0.318
O 4.09 3.17 6.10 -0.329
C 2.91 4.87 7.73 -0.230
H 1.38 5.01 9.27 0.121
H 0.84 5.47 7.65 0.123
H 1.53 2.66 8.62 0.120
H -0.05 3.21 8.03 0.119
H 1.74 1.95 6.39 0.112
H 0.71 3.27 5.76 0.097
H 3.24 5.90 7.59 0.112
H 3.59 4.34 8.40 0.112
C -8.41 -4.54 -6.33 -0.220
C -7.19 -5.46 -6.29 -0.214
C -6.00 -4.63 -5.82 -0.225
S -6.67 -3.32 -4.81 0.669
O -6.43 -2.05 -5.47 -0.346
O -6.30 -3.55 -3.42 -0.325
C -8.38 -3.76 -5.03 -0.228
H -9.34 -5.10 -6.45 0.123
H -8.31 -3.85 -7.18 0.123
H -7.38 -6.27 -5.57 0.123
H -6.99 -5.92 -7.26 0.122
H -5.30 -5.22 -5.23 0.108
H -5.48 -4.17 -6.66 0.107
H -9.00 -2.86 -5.05 0.113
H -8.68 -4.39 -4.19 0.115
C 7.80 1.41 4.59 -0.220
C 8.24 2.08 3.29 -0.219
C 7.70 1.23 2.14 -0.226
S 6.22 0.43 2.75 0.673
O 6.46 -1.00 2.81 -0.325
O 5.07 1.00 2.10 -0.335
C 6.32 1.08 4.41 -0.235
H 7.95 2.07 5.46 0.120
H 8.37 0.49 4.76 0.122
H 7.81 3.09 3.23 0.120
H 9.33 2.17 3.23 0.118
H 7.45 1.84 1.27 0.106
H 8.41 0.45 1.85 0.108
H 5.96 0.34 5.12 0.114
H 5.71 1.98 4.45 0.088
```

***

A structure of composition C34H66N2O8Pb in a non-equilibrium geometry. Source: the OMol25 dataset; level of theory: ωB97M-V with the def2-TZVPD basis set.

Its HOMO-LUMO gap is 0.21194 hartree. As for the total energy: -60930.229 eV. The value obtained for the LUMO energy is 0.293 eV. As for the molar mass: 838.1 u. As for the maximum force: 2.5 eV Å⁻¹. The spin multiplicity is 1.

Structure (XYZ):
```
111
Properties=species:S:1:pos:R:3:lowdin_charge:R:1
Pb 0.33 0.31 0.06 1.725
C 2.09 -4.08 2.08 -0.044
C 0.55 -4.02 1.85 -0.479
C -0.04 -5.30 2.51 -0.146
C -0.17 -5.08 3.98 -0.208
C -1.08 -3.88 4.28 -0.124
C -0.46 -2.57 3.75 -0.512
N -0.02 -2.76 2.36 -0.189
O 0.55 -1.61 1.81 -0.371
C 0.67 -2.12 4.70 -0.036
C -1.55 -1.49 3.68 -0.037
C 0.25 -4.05 0.35 -0.047
H 2.66 -4.79 1.46 0.073
H 2.40 -4.27 3.11 0.066
H 2.57 -3.15 1.77 0.044
H 0.57 -6.19 2.38 0.120
H -1.04 -5.47 2.09 0.115
H 0.79 -5.05 4.50 0.107
H -0.52 -6.04 4.38 0.108
H -1.25 -3.80 5.35 0.113
H -1.99 -3.94 3.67 0.116
H 0.40 -2.24 5.76 0.077
H 0.93 -1.06 4.76 0.065
H 1.61 -2.56 4.38 0.068
H -2.15 -1.50 4.60 0.084
H -2.29 -1.73 2.91 0.074
H -1.05 -0.54 3.49 0.055
H 0.61 -3.16 -0.18 0.063
H -0.82 -4.19 0.21 0.068
H 0.71 -4.92 -0.12 0.086
C -3.18 1.71 -3.48 -0.026
C -2.05 0.91 -4.07 -0.520
C -2.09 1.04 -5.60 -0.167
C -1.65 2.41 -6.06 -0.199
C -0.23 2.73 -5.52 -0.140
C -0.03 2.46 -4.01 -0.480
N -0.76 1.26 -3.51 -0.158
O -0.72 1.12 -2.11 -0.390
C -0.40 3.80 -3.31 -0.038
C 1.49 2.20 -3.88 -0.040
C -2.24 -0.62 -3.95 -0.039
H -2.91 2.75 -3.62 0.059
H -3.27 1.61 -2.39 0.057
H -4.13 1.54 -3.98 0.094
H -3.05 0.75 -6.04 0.121
H -1.28 0.48 -6.09 0.122
H -2.35 3.17 -5.70 0.103
H -1.68 2.44 -7.15 0.108
H 0.09 3.73 -5.78 0.109
H 0.41 2.10 -6.15 0.105
H -0.01 3.79 -2.29 0.054
H -1.46 3.95 -3.16 0.066
H 0.08 4.67 -3.76 0.077
H 1.94 3.18 -4.06 0.080
H 1.84 1.50 -4.63 0.075
H 1.77 1.86 -2.88 0.062
H -3.22 -0.93 -4.34 0.084
H -2.26 -0.91 -2.89 0.044
H -1.51 -1.28 -4.41 0.084
C -4.19 -0.49 -0.70 -0.134
C -3.85 -1.97 -0.44 -0.127
C -2.32 -1.87 -0.18 -0.206
O -2.05 -0.57 0.28 -0.302
C -3.19 0.29 0.17 -0.187
H -5.16 -0.25 -0.28 0.114
H -4.03 -0.39 -1.77 0.083
H -4.02 -2.52 -1.37 0.105
H -4.38 -2.54 0.32 0.106
H -1.79 -2.06 -1.11 0.114
H -2.07 -2.51 0.68 0.097
H -2.88 1.21 -0.34 0.098
H -3.64 0.52 1.14 0.117
C -1.97 4.27 1.06 -0.144
C -2.78 3.31 1.95 -0.135
C -1.69 2.30 2.37 -0.162
O -0.87 2.22 1.21 -0.326
C -0.80 3.45 0.51 -0.207
H -1.38 4.92 1.73 0.108
H -2.44 4.98 0.40 0.117
H -3.57 2.80 1.39 0.093
H -3.30 3.99 2.62 0.113
H -1.84 1.33 2.85 0.109
H -1.14 2.79 3.18 0.126
H -0.87 3.25 -0.56 0.084
H 0.17 3.92 0.69 0.123
C 3.75 -2.66 -0.90 -0.125
C 3.14 -2.38 -2.30 -0.143
C 2.62 -0.95 -2.29 -0.180
O 2.39 -0.63 -0.90 -0.345
C 3.41 -1.36 -0.18 -0.196
H 4.84 -2.74 -0.90 0.111
H 3.22 -3.50 -0.47 0.084
H 2.28 -3.05 -2.33 0.104
H 3.79 -2.74 -3.09 0.112
H 1.69 -0.84 -2.85 0.119
H 3.35 -0.30 -2.78 0.122
H 3.06 -1.44 0.86 0.096
H 4.27 -0.68 -0.14 0.124
C 5.08 4.41 2.89 -0.028
C 4.79 2.96 3.19 -0.286
C 3.77 2.64 4.33 -0.030
O 2.53 2.37 3.60 0.065
C 2.86 2.07 2.33 -0.553
O 2.08 1.74 1.49 0.041
O 4.13 2.36 2.08 0.096
H 4.22 4.95 2.48 0.095
H 5.87 4.54 2.15 0.087
H 5.39 5.05 3.72 0.088
H 5.73 2.44 3.37 0.150
H 3.45 3.49 4.93 0.136
H 3.99 1.72 4.85 0.135
```